# 1
{"formula": "C45H34AsClCoN5O2P", "method": "ωB97M-V/def2-TZVPD", "gap_ev": [6.868, 6.830], "homo_energy_ha": [-0.28703, -0.28964], "s_squared": 3.769, "lumo_ev": [-0.942, -1.052], "relative_energy_kj_mol": 0.00, "multiplicity": 4, "symbols": ["Co", "Cl", "C", "C", "C", "C", "O", "C", "C", "N", "C", "C", "C", "C", "C", "C", "C", "C", "N", "C", "C", "H", "H", "H", "H", "H", "H", "H", "H", "H", "H", "C", "C", "As", "C", "C", "C", "C", "C", "C", "C", "C", "C", "C", "C", "C", "P", "C", "C", "C", "C", "C", "C", "C", "C", "C", "C", "C", "C", "H", "H", "H", "H", "H", "H", "H", "H", "H", "H", "H", "H", "H", "H", "H", "H", "H", "H", "H", "H", "H", "H", "H", "H", "O", "N", "C", "C", "N", "C", "N"], "xyz": [[1.50, 2.02, -0.03], [5.32, 1.83, 6.04], [4.16, 1.80, 4.75], [2.80, 1.73, 5.06], [1.88, 1.70, 4.05], [2.25, 1.74, 2.69], [1.35, 1.72, 1.78], [3.66, 1.82, 2.39], [4.13, 1.90, 1.06], [3.41, 1.65, 0.00], [3.97, 1.71, -1.26], [5.32, 1.51, -1.55], [5.78, 1.68, -2.86], [4.93, 2.03, -3.88], [3.55, 2.19, -3.63], [2.61, 2.54, -4.62], [1.28, 2.63, -4.27], [0.89, 2.34, -2.97], [1.75, 2.04, -1.99], [3.06, 1.98, -2.31], [4.58, 1.85, 3.45], [2.49, 1.69, 6.09], [0.82, 1.63, 4.28], [5.15, 2.25, 0.93], [6.01, 1.23, -0.78], [6.83, 1.54, -3.06], [5.30, 2.21, -4.87], [2.94, 2.74, -5.63], [0.53, 2.90, -4.99], [-0.16, 2.32, -2.72], [5.64, 1.90, 3.21], [-1.27, -1.60, 0.02], [-2.37, -1.33, 1.02], [-3.87, -2.62, 0.77], [-4.73, -2.43, 2.53], [-4.06, -2.51, 3.75], [-4.75, -2.33, 4.94], [-6.11, -2.07, 4.93], [-6.78, -2.00, 3.73], [-6.10, -2.17, 2.54], [-2.89, -4.31, 1.04], [-1.80, -4.49, 1.89], [-1.18, -5.72, 1.98], [-1.61, -6.78, 1.21], [-2.69, -6.62, 0.35], [-3.32, -5.39, 0.28], [-0.10, -0.15, -0.16], [-1.26, 1.06, -0.90], [-2.10, 0.83, -2.07], [-3.00, 1.72, -2.48], [-3.11, 3.10, -1.90], [-2.15, 3.36, -0.70], [-1.40, 2.19, -0.18], [1.00, -0.94, -1.40], [1.97, -1.74, -0.80], [2.93, -2.38, -1.55], [2.96, -2.19, -2.92], [2.00, -1.40, -3.53], [1.01, -0.79, -2.78], [-1.69, -1.79, -0.97], [-0.68, -2.47, 0.30], [-2.79, -0.33, 0.85], [-1.98, -1.35, 2.04], [-3.00, -2.73, 3.78], [-4.21, -2.40, 5.88], [-6.63, -1.93, 5.86], [-7.84, -1.80, 3.71], [-6.62, -2.12, 1.59], [-1.43, -3.66, 2.48], [-0.34, -5.85, 2.65], [-1.11, -7.74, 1.28], [-3.03, -7.44, -0.26], [-4.16, -5.25, -0.39], [-2.02, -0.13, -2.57], [-3.66, 1.52, -3.31], [-4.14, 3.43, -1.79], [-2.57, 3.99, 0.09], [-0.92, 2.29, 0.79], [1.96, -1.85, 0.28], [3.67, -3.00, -1.07], [3.74, -2.66, -3.51], [2.04, -1.26, -4.60], [0.28, -0.18, -3.28], [0.86, 3.77, -0.01], [0.86, 4.66, -0.95], [-0.14, 4.83, -1.77], [0.07, 5.73, -2.84], [0.22, 6.43, -3.74], [-1.41, 4.16, -1.75], [-2.27, 4.01, -2.72]]}


# 2
{"formula": "C45H35BrI2N7O3Rb", "method": "ωB97M-V/def2-TZVPD", "gap_ev": 5.997, "homo_energy_ha": -0.09550, "lumo_ev": 3.398, "relative_energy_kj_mol": 0.00, "charge": -2, "multiplicity": 1, "symbols": ["Rb", "O", "C", "C", "C", "C", "C", "C", "C", "O", "N", "N", "C", "C", "Br", "C", "C", "C", "C", "C", "C", "C", "H", "H", "H", "H", "H", "H", "H", "H", "H", "H", "H", "H", "H", "H", "I", "C", "C", "C", "I", "C", "O", "C", "C", "N", "C", "C", "C", "C", "C", "C", "N", "C", "H", "H", "H", "H", "H", "H", "H", "H", "H", "H", "H", "N", "C", "C", "C", "C", "C", "C", "C", "C", "C", "C", "C", "C", "N", "C", "C", "C", "C", "N", "H", "H", "H", "H", "H", "H", "H", "H", "H", "H"], "xyz": [[-0.62, -0.99, 0.67], [-0.96, -2.04, 3.60], [-0.15, -2.29, 4.56], [-0.25, -3.44, 5.39], [0.64, -3.68, 6.41], [1.68, -2.80, 6.70], [1.80, -1.66, 5.91], [0.93, -1.40, 4.87], [1.07, -0.15, 4.03], [-0.17, 0.45, 3.76], [1.76, -0.50, 2.79], [2.34, 0.48, 2.09], [3.04, 0.15, 1.07], [3.69, 1.12, 0.21], [3.13, 2.93, 0.38], [4.60, 0.83, -0.72], [5.24, -0.48, -0.93], [5.62, -1.30, 0.13], [6.25, -2.52, -0.11], [6.52, -2.92, -1.41], [6.17, -2.09, -2.47], [5.54, -0.89, -2.23], [-0.78, -0.33, 3.64], [-1.06, -4.13, 5.18], [0.52, -4.58, 7.01], [2.37, -3.00, 7.51], [2.60, -0.95, 6.12], [1.67, 0.60, 4.55], [2.06, -1.45, 2.65], [3.14, -0.88, 0.75], [4.92, 1.62, -1.39], [5.43, -0.99, 1.15], [6.52, -3.15, 0.72], [7.00, -3.87, -1.59], [6.38, -2.40, -3.49], [5.25, -0.25, -3.05], [-9.03, 0.39, -0.46], [-7.02, -0.16, -0.46], [-6.61, -1.28, 0.24], [-5.27, -1.64, 0.24], [-4.65, -3.33, 1.30], [-4.26, -0.91, -0.45], [-3.04, -1.23, -0.46], [-4.75, 0.24, -1.17], [-3.73, 1.05, -1.93], [-2.73, 1.73, -1.12], [-3.30, 2.52, -0.04], [-2.20, 3.16, 0.77], [-2.22, 4.51, 1.07], [-1.19, 5.04, 1.84], [-0.18, 4.20, 2.28], [-0.25, 2.86, 1.93], [-1.23, 2.34, 1.19], [-6.08, 0.59, -1.16], [-7.32, -1.88, 0.79], [-4.26, 1.80, -2.54], [-3.19, 0.40, -2.61], [-2.12, 1.03, -0.71], [-3.93, 1.92, 0.64], [-3.94, 3.29, -0.47], [-3.02, 5.13, 0.70], [-1.18, 6.10, 2.09], [0.64, 4.56, 2.88], [0.51, 2.17, 2.26], [-6.40, 1.47, -1.71], [2.76, -5.17, -8.95], [2.55, -4.67, -7.94], [2.29, -4.05, -6.67], [3.35, -3.52, -5.93], [3.10, -2.93, -4.71], [1.81, -2.85, -4.20], [0.75, -3.37, -4.95], [0.99, -3.98, -6.17], [1.55, -2.20, -2.88], [1.83, -3.03, -1.77], [2.30, -4.38, -1.86], [2.45, -4.82, -0.57], [2.06, -3.73, 0.25], [1.69, -2.67, -0.44], [1.09, -0.90, -2.95], [0.93, -0.14, -4.16], [0.50, 1.10, -3.79], [0.40, 1.06, -2.36], [0.75, -0.10, -1.86], [4.36, -3.58, -6.32], [3.91, -2.52, -4.11], [-0.25, -3.31, -4.56], [0.18, -4.39, -6.75], [2.50, -4.93, -2.77], [2.79, -5.79, -0.24], [2.04, -3.73, 1.34], [1.13, -0.49, -5.17], [0.27, 1.94, -4.43], [0.07, 1.87, -1.72]]}


# 3
{"formula": "C45H35BrI2N7O3Rb", "method": "ωB97M-V/def2-TZVPD", "gap_ev": 5.616, "homo_energy_ha": -0.08099, "lumo_ev": 3.412, "relative_energy_kj_mol": 101.77, "charge": -2, "multiplicity": 1, "symbols": ["Rb", "O", "C", "C", "C", "C", "C", "C", "C", "O", "N", "N", "C", "C", "Br", "C", "C", "C", "C", "C", "C", "C", "H", "H", "H", "H", "H", "H", "H", "H", "H", "H", "H", "H", "H", "H", "I", "C", "C", "C", "I", "C", "O", "C", "C", "N", "C", "C", "C", "C", "C", "C", "N", "C", "H", "H", "H", "H", "H", "H", "H", "H", "H", "H", "H", "N", "C", "C", "C", "C", "C", "C", "C", "C", "C", "C", "C", "C", "N", "C", "C", "C", "C", "N", "H", "H", "H", "H", "H", "H", "H", "H", "H", "H"], "xyz": [[0.22, 0.14, 0.59], [-6.17, 1.28, 0.82], [-6.18, 0.01, 0.33], [-7.42, -0.54, 0.00], [-7.50, -1.84, -0.47], [-6.34, -2.61, -0.59], [-5.11, -2.04, -0.26], [-5.01, -0.73, 0.18], [-3.61, -0.14, 0.40], [-2.63, -1.03, 0.38], [-3.67, 0.58, 1.79], [-2.79, 1.61, 1.83], [-1.92, 1.66, 2.75], [-1.01, 2.80, 2.92], [-1.47, 4.39, 1.98], [0.10, 2.72, 3.63], [1.13, 3.75, 3.89], [2.47, 3.44, 3.66], [3.48, 4.37, 3.88], [3.16, 5.63, 4.36], [1.83, 5.96, 4.60], [0.83, 5.03, 4.37], [-5.33, 1.40, 1.30], [-8.31, 0.07, 0.13], [-8.46, -2.26, -0.72], [-6.40, -3.63, -0.95], [-4.18, -2.58, -0.38], [-3.50, 0.74, -0.26], [-3.47, -0.16, 2.46], [-1.77, 0.82, 3.44], [0.33, 1.73, 4.01], [2.71, 2.46, 3.25], [4.50, 4.11, 3.66], [3.94, 6.37, 4.53], [1.57, 6.94, 4.97], [-0.21, 5.28, 4.56], [7.44, -2.44, -0.24], [5.81, -1.27, 0.34], [5.36, -0.24, -0.48], [4.29, 0.52, -0.07], [3.59, 2.06, -1.30], [3.57, 0.31, 1.16], [2.56, 1.00, 1.51], [4.08, -0.77, 1.96], [3.35, -1.10, 3.23], [2.05, -1.72, 2.94], [1.61, -2.71, 3.89], [0.27, -3.31, 3.49], [-0.15, -4.52, 4.04], [-1.38, -5.03, 3.67], [-2.15, -4.32, 2.75], [-1.66, -3.13, 2.24], [-0.46, -2.64, 2.61], [5.17, -1.53, 1.55], [5.84, -0.04, -1.43], [3.18, -0.19, 3.79], [3.98, -1.77, 3.84], [2.06, -2.11, 2.01], [1.51, -2.24, 4.87], [2.33, -3.54, 4.03], [0.49, -5.06, 4.73], [-1.74, -5.97, 4.08], [-3.12, -4.69, 2.43], [-2.21, -2.53, 1.52], [5.52, -2.34, 2.19], [0.36, 0.20, -10.71], [0.39, 0.20, -9.56], [0.43, 0.19, -8.11], [0.92, 1.30, -7.42], [0.95, 1.29, -6.04], [0.50, 0.18, -5.32], [0.01, -0.92, -6.02], [-0.03, -0.92, -7.41], [0.53, 0.18, -3.83], [-0.33, 1.10, -3.21], [-1.34, 1.89, -3.86], [-1.96, 2.61, -2.87], [-1.29, 2.25, -1.66], [-0.34, 1.36, -1.85], [1.42, -0.73, -3.26], [2.40, -1.49, -3.98], [3.10, -2.22, -3.04], [2.50, -1.87, -1.79], [1.52, -1.00, -1.90], [1.28, 2.16, -7.98], [1.32, 2.15, -5.49], [-0.33, -1.78, -5.46], [-0.41, -1.77, -7.95], [-1.59, 1.87, -4.91], [-2.79, 3.30, -2.97], [-1.50, 2.65, -0.67], [2.57, -1.47, -5.05], [3.93, -2.89, -3.21], [2.81, -2.24, -0.81]]}